a | C5H14 | ωB97M-V/def2-TZVPD

## Properties
LUMO energy: 1.110 eV
Gap between HOMO and LUMO: 0.4517 Eh
SMILES: CCC.CC

Geometry as ORCA input:
```
! RIJCOSX wB97M-V def2-TZVPD def2/J DEFGRID3
* xyz 0 1
C -0.731 0.484 1.504
C 0.670 0.766 2.144
C 1.536 1.682 1.306
H -0.963 -0.560 1.871
H -1.429 1.046 2.016
H -0.895 0.630 0.493
H 0.618 1.222 3.238
H 1.208 -0.142 2.170
H 1.080 1.900 0.311
H 1.632 2.646 1.794
H 2.549 1.211 1.180
C -0.424 -0.677 -2.433
C -0.919 -2.065 -2.112
H -1.023 0.188 -2.246
H 0.374 -0.465 -1.748
H -0.023 -0.572 -3.436
H -0.052 -2.740 -2.114
H -1.748 -2.434 -2.806
H -1.461 -2.122 -1.133
*
```

b | C5H14 | ωB97M-V/def2-TZVPD

## Properties
LUMO energy: 1.123 eV
Gap between HOMO and LUMO: 0.4261 Eh
SMILES: CCC.CC

Geometry as ORCA input:
```
! RIJCOSX wB97M-V def2-TZVPD def2/J DEFGRID3
* xyz 0 1
C 1.231 -0.412 2.460
C 0.549 -0.090 1.123
C 1.431 0.773 0.212
H 0.585 -0.899 3.224
H 1.836 -1.324 2.254
H 1.958 0.318 2.717
H -0.602 -0.020 1.434
H 0.550 -1.061 0.608
H 2.234 0.170 -0.316
H 2.098 1.378 0.813
H 0.770 1.400 -0.526
C -0.940 0.290 -1.927
C -2.275 -0.469 -1.782
H -0.014 -0.351 -1.607
H -0.742 0.534 -2.827
H -1.025 1.264 -1.270
H -2.086 -1.163 -0.900
H -2.509 -0.961 -2.752
H -3.030 0.159 -1.370
*
```

c | C5H14 | ωB97M-V/def2-TZVPD

## Properties
LUMO energy: 1.138 eV
Gap between HOMO and LUMO: 0.4524 Eh
SMILES: CCC.CC

Geometry as ORCA input:
```
! RIJCOSX wB97M-V def2-TZVPD def2/J DEFGRID3
* xyz 0 1
C -0.217 -0.810 2.655
C 0.739 -0.752 1.436
C 0.965 0.689 1.042
H -0.386 0.177 3.097
H 0.064 -1.466 3.478
H -1.224 -1.063 2.311
H 1.674 -1.307 1.524
H 0.220 -1.380 0.698
H 1.533 1.148 1.857
H 1.652 0.773 0.194
H 0.027 1.190 0.822
C 0.092 0.140 -2.483
C -1.392 0.609 -2.388
H 0.329 -0.593 -1.707
H 0.312 -0.356 -3.426
H 0.724 0.997 -2.249
H -1.720 0.527 -1.346
H -2.012 -0.171 -2.829
H -1.379 1.649 -2.685
*
```

d | C5H14 | ωB97M-V/def2-TZVPD

## Properties
LUMO energy: 1.064 eV
Gap between HOMO and LUMO: 0.4541 Eh
SMILES: CCC.CC

Geometry as ORCA input:
```
! RIJCOSX wB97M-V def2-TZVPD def2/J DEFGRID3
* xyz 0 1
C -2.534 0.691 -1.203
C -1.288 1.013 -0.328
C -0.281 1.794 -1.170
H -2.277 0.604 -2.278
H -3.317 1.520 -1.034
H -2.970 -0.328 -1.143
H -1.713 1.655 0.471
H -0.934 0.035 -0.037
H -0.605 2.777 -1.467
H 0.644 2.048 -0.654
H -0.224 1.199 -2.083
C 1.257 -1.353 1.155
C 2.581 -1.933 1.566
H 1.099 -1.494 0.093
H 0.500 -1.801 1.836
H 1.195 -0.268 1.306
H 2.447 -3.005 1.616
H 3.408 -1.570 0.864
H 3.013 -1.584 2.490
*
```

Relative energy table, unit kcal/mol: a 9.5; b 38.6; c 0.0; d 5.8

a | C5H14 | ωB97M-V/def2-TZVPD

## Properties
LUMO energy: 1.104 eV
Gap between HOMO and LUMO: 0.4556 Eh
SMILES: CCC.CC

Geometry as ORCA input:
```
! RIJCOSX wB97M-V def2-TZVPD def2/J DEFGRID3
* xyz 0 1
C -0.183 2.734 -1.442
C 0.356 1.750 -0.391
C -0.840 1.078 0.413
H 0.646 2.884 -2.224
H -0.566 3.651 -0.986
H -1.024 2.459 -2.080
H 0.965 0.962 -0.940
H 1.144 2.264 0.186
H -1.394 1.938 0.838
H -1.491 0.644 -0.471
H -0.739 0.266 1.117
C -0.376 -2.901 0.519
C 1.080 -2.428 0.907
H -0.975 -3.117 1.460
H -0.961 -2.222 -0.146
H -0.179 -3.998 0.054
H 0.924 -1.492 1.423
H 1.579 -3.150 1.580
H 1.851 -2.487 0.158
*
```

b | C5H14 | ωB97M-V/def2-TZVPD

## Properties
LUMO energy: 1.148 eV
Gap between HOMO and LUMO: 0.4606 Eh
SMILES: CCC.CC

Geometry as ORCA input:
```
! RIJCOSX wB97M-V def2-TZVPD def2/J DEFGRID3
* xyz 0 1
C 1.498 0.636 -0.416
C 0.226 1.457 -0.415
C 0.356 2.947 -0.111
H 2.164 0.882 -1.241
H 1.226 -0.413 -0.583
H 2.072 0.580 0.507
H -0.228 1.339 -1.404
H -0.439 0.957 0.294
H 1.189 3.398 -0.641
H -0.566 3.484 -0.343
H 0.438 3.077 0.971
C -0.788 -2.271 1.147
C -1.215 -2.306 -0.327
H -1.431 -2.869 1.790
H 0.251 -2.595 1.189
H -0.732 -1.310 1.664
H -2.232 -2.663 -0.500
H -0.611 -3.038 -0.856
H -1.177 -1.294 -0.725
*
```

Relative energy table, unit kcal/mol: a 20.7; b 0.0